Record 1
{
  "formula": "C20H52BN6O4",
  "method": "ωB97M-V with the def2-TZVPD basis set",
  "species": ["C", "C", "C", "C", "N", "B", "N", "O", "C", "N", "N", "C", "C", "C", "C", "C", "C", "O", "C", "H", "H", "H", "H", "H", "H", "H", "H", "H", "H", "H", "H", "H", "H", "H", "H", "H", "H", "H", "H", "H", "H", "H", "H", "H", "H", "H", "H", "H", "H", "C", "C", "C", "O", "C", "N", "H", "H", "H", "H", "H", "H", "H", "H", "H", "H", "H", "C", "C", "C", "O", "C", "N", "H", "H", "H", "H", "H", "H", "H", "H", "H", "H", "H"],
  "xyz": [[7.555, -3.486, 4.032], [7.187, -2.516, 2.834], [6.197, -3.234, 1.826], [4.686, -3.156, 2.286], [6.407, -2.785, 0.419], [7.004, -3.847, -0.503], [6.033, -4.577, -1.343], [8.392, -4.106, -0.524], [6.138, -1.579, 0.010], [6.410, -1.226, -1.353], [5.627, -0.598, 0.885], [4.597, 0.263, 0.274], [3.149, -0.354, 0.289], [2.083, 0.758, 0.685], [0.737, 0.147, 1.251], [0.404, -1.293, 0.733], [0.199, -1.360, -0.841], [-1.071, -1.858, -1.216], [-1.121, -3.286, -1.169], [7.892, -2.864, 4.898], [6.671, -4.059, 4.396], [8.401, -4.163, 3.788], [6.776, -1.571, 3.241], [8.151, -2.351, 2.284], [6.474, -4.320, 1.895], [4.320, -4.143, 2.656], [4.060, -2.888, 1.410], [4.604, -2.406, 3.102], [6.330, -5.543, -1.466], [5.948, -4.089, -2.233], [8.755, -3.990, 0.366], [7.401, -1.238, -1.577], [5.841, -1.735, -2.023], [6.355, -0.070, 1.359], [4.541, 1.184, 0.908], [4.823, 0.620, -0.755], [3.074, -1.128, 1.083], [2.833, -0.739, -0.712], [1.869, 1.462, -0.146], [2.538, 1.329, 1.536], [0.723, 0.129, 2.371], [-0.116, 0.816, 0.968], [-0.568, -1.630, 1.178], [1.162, -2.044, 1.072], [1.023, -2.006, -1.250], [0.375, -0.346, -1.279], [-0.125, -3.777, -1.251], [-1.597, -3.576, -0.197], [-1.761, -3.644, -2.008], [-5.686, 2.073, 1.868], [-4.728, 1.387, 0.898], [-3.414, 0.907, 1.544], [-2.482, 1.937, 1.844], [-2.784, 2.691, 3.007], [-4.476, 2.285, -0.235], [-5.404, 3.105, 2.079], [-6.690, 2.108, 1.441], [-5.744, 1.532, 2.815], [-5.239, 0.497, 0.518], [-2.906, 0.255, 0.827], [-3.608, 0.299, 2.438], [-3.224, 2.070, 3.792], [-3.447, 3.521, 2.760], [-1.853, 3.119, 3.381], [-3.936, 1.784, -0.937], [-3.839, 3.012, 0.086], [-6.726, 3.803, -2.136], [-7.598, 2.842, -2.935], [-7.458, 2.983, -4.463], [-8.090, 4.126, -5.020], [-7.385, 5.342, -4.840], [-8.993, 2.997, -2.507], [-7.142, 4.811, -2.089], [-6.632, 3.458, -1.107], [-5.720, 3.867, -2.556], [-7.275, 1.827, -2.679], [-7.951, 2.125, -4.928], [-6.404, 2.944, -4.772], [-6.303, 5.200, -4.903], [-7.654, 5.800, -3.886], [-7.694, 6.029, -5.628], [-9.556, 2.276, -2.951], [-9.343, 3.862, -2.915]],
  "lowdin_charge": [-0.0871, -0.1914, -0.2820, -0.0179, 0.1347, -0.5334, 0.1832, 0.1733, -0.2673, 0.1548, 0.0635, -0.1797, -0.1716, -0.1837, -0.1923, -0.1757, -0.2444, -0.2006, -0.1061, 0.0853, 0.0839, 0.0791, 0.1061, 0.1141, 0.1491, 0.0948, 0.0667, 0.0935, 0.0902, 0.0806, 0.1051, 0.1211, 0.1078, 0.1503, 0.1246, 0.1192, 0.0814, 0.1057, 0.1140, 0.1053, 0.1147, 0.1053, 0.1161, 0.0957, 0.1034, 0.1273, 0.0882, 0.0941, 0.0949, -0.0683, -0.4203, -0.2030, -0.2086, -0.1024, 0.0479, 0.0659, 0.0779, 0.0791, 0.1371, 0.1126, 0.1211, 0.0927, 0.0753, 0.0862, 0.0796, 0.0777, -0.0861, -0.4289, -0.2082, -0.1904, -0.1089, 0.0377, 0.0637, 0.0467, 0.0729, 0.1321, 0.1195, 0.1175, 0.0894, 0.0729, 0.0870, 0.0702, 0.0688],
  "orbital_gap_ha": 0.2268,
  "e_tot_ev": -39384.0084,
  "charge": 1,
  "homo_energy_ev": -9.9
}

=====

Record 2
{
  "formula": "C26H18IrNO6PSe3Te",
  "method": "ωB97M-V with the def2-TZVPD basis set",
  "species": ["Ir", "O", "C", "O", "C", "C", "C", "C", "C", "N", "C", "O", "O", "H", "H", "H", "H", "O", "C", "O", "C", "C", "C", "C", "C", "C", "P", "C", "C", "C", "C", "C", "C", "C", "C", "C", "C", "C", "C", "H", "H", "H", "H", "H", "H", "H", "H", "H", "H", "H", "H", "H", "H", "Se", "Se", "Te", "Se"],
  "xyz": [[0.581, -0.497, -1.608], [2.276, -3.441, 1.008], [1.954, -2.431, 0.173], [0.817, -2.447, -0.404], [2.872, -1.389, -0.037], [4.224, -1.357, 0.381], [5.053, -0.374, -0.076], [4.560, 0.580, -0.996], [3.237, 0.518, -1.365], [2.381, -0.390, -0.868], [2.692, 1.306, -2.522], [3.422, 2.013, -3.206], [1.481, 1.020, -2.832], [1.559, -4.091, 0.986], [4.574, -2.142, 1.033], [6.091, -0.341, 0.213], [5.195, 1.326, -1.442], [-2.467, 0.839, -3.965], [-2.108, 0.354, -2.891], [-1.097, -0.408, -2.784], [-2.984, 0.636, -1.692], [-4.315, 0.938, -1.979], [-5.214, 1.216, -0.969], [-4.792, 1.200, 0.353], [-3.477, 0.900, 0.652], [-2.560, 0.616, -0.363], [-0.870, 0.190, 0.168], [-0.298, 1.582, 1.180], [-0.950, 2.807, 1.280], [-0.395, 3.826, 2.035], [0.815, 3.642, 2.683], [1.478, 2.428, 2.572], [0.931, 1.407, 1.820], [-1.215, -1.177, 1.316], [-0.924, -1.176, 2.674], [-1.104, -2.336, 3.410], [-1.569, -3.490, 2.803], [-1.879, -3.486, 1.451], [-1.703, -2.335, 0.712], [-4.625, 0.937, -3.014], [-6.245, 1.430, -1.211], [-5.489, 1.422, 1.149], [-3.146, 0.870, 1.682], [-1.886, 2.963, 0.765], [-0.904, 4.775, 2.112], [1.243, 4.440, 3.272], [2.430, 2.286, 3.063], [1.451, 0.463, 1.707], [-0.570, -0.274, 3.154], [-0.874, -2.336, 4.465], [-1.704, -4.388, 3.386], [-2.236, -4.387, 0.976], [-1.915, -2.328, -0.347], [-0.098, 1.054, -5.046], [1.161, -0.371, -6.182], [3.482, -0.276, -5.026], [3.655, -2.318, -3.807]],
  "mulliken_spin": [0.0883, -0.0067, -0.0149, -0.0110, -0.0479, -0.0045, -0.0140, -0.0076, -0.0110, -0.0205, 0.0023, -0.0017, 0.0000, -0.0003, -0.0003, -0.0017, -0.0017, 0.0194, 0.0079, 0.0224, -0.0018, 0.0034, 0.0003, -0.0002, -0.0015, -0.0040, 0.0126, 0.0028, 0.0015, -0.0009, 0.0015, -0.0016, 0.0057, -0.0075, 0.0039, -0.0010, 0.0016, -0.0001, 0.0036, -0.0010, -0.0001, -0.0001, 0.0008, 0.0001, 0.0000, 0.0001, 0.0000, 0.0011, 0.0005, 0.0000, 0.0001, 0.0000, 0.0013, 0.7848, 0.1646, -0.0075, 0.0406],
  "orbital_gap_ha": [0.1285, 0.1265],
  "e_tot_ev": -256487.7523,
  "spin_multiplicity": 2,
  "s2": 0.81,
  "homo_energy_ev": [-5.9, -5.9]
}

=====

Record 3
{
  "formula": "C25H34N4O4",
  "method": "ωB97M-V with the def2-TZVPD basis set",
  "species": ["C", "H", "H", "H", "C", "C", "H", "H", "H", "C", "H", "H", "C", "N", "C", "O", "C", "N", "C", "O", "C", "C", "C", "C", "O", "H", "H", "H", "H", "H", "H", "C", "C", "C", "C", "C", "N", "C", "H", "H", "H", "H", "C", "O", "N", "H", "C", "C", "C", "C", "C", "C", "H", "H", "H", "H", "H", "H", "H", "H", "H", "H", "H", "H", "H", "H", "H"],
  "xyz": [[-0.562, -3.978, 1.697], [-0.606, -4.901, 2.181], [-0.180, -4.162, 0.568], [0.268, -3.463, 2.032], [-1.868, -3.323, 1.455], [-3.121, -4.068, 1.149], [-4.069, -3.518, 1.267], [-3.237, -4.836, 1.602], [-2.929, -4.289, -0.016], [-1.710, -1.939, 0.729], [-1.453, -1.987, -0.233], [-2.841, -1.350, 0.505], [-0.768, -1.041, 1.227], [-0.690, 0.432, 0.571], [-1.625, 1.327, 0.417], [-1.613, 2.272, -0.080], [-2.735, 1.101, 1.598], [-4.009, 1.709, 1.005], [-4.799, 1.006, 0.386], [-4.919, -0.251, 0.802], [-6.024, 1.531, -0.416], [-7.208, 1.071, -0.744], [-7.786, 2.146, -1.475], [-7.105, 3.203, -1.123], [-5.955, 3.038, -0.815], [-7.100, 4.199, -1.595], [-8.686, 1.783, -2.082], [-7.324, 0.103, -0.896], [-3.998, 2.653, 0.636], [-2.956, 0.212, 1.949], [-2.502, 2.002, 2.355], [0.395, 0.463, -0.491], [0.621, -0.678, -1.234], [1.463, -1.870, -0.986], [1.515, -2.907, -1.802], [0.753, -2.669, -2.874], [-0.111, -1.894, -3.373], [-0.198, -0.838, -2.130], [-0.930, -0.047, -2.650], [0.602, -3.579, -3.503], [2.308, -3.731, -1.445], [1.982, -1.612, 0.147], [1.615, 0.730, 0.459], [1.757, 0.488, 1.656], [2.620, 1.242, -0.432], [2.726, 1.222, -1.363], [4.136, 1.376, 0.177], [4.561, 2.785, -0.148], [5.851, 3.339, 0.243], [6.721, 2.355, -0.197], [6.503, 0.893, 0.019], [5.107, 0.569, -0.517], [5.000, -0.442, -0.319], [5.141, 0.541, -1.456], [7.322, 0.095, -0.261], [6.533, 0.789, 1.358], [7.818, 2.449, 0.088], [6.814, 2.432, -1.275], [6.116, 4.374, 0.123], [5.970, 3.138, 1.727], [3.757, 3.534, 0.170], [4.460, 3.068, -1.179], [4.055, 1.354, 1.154], [0.048, 1.340, -0.872], [0.239, -1.379, 1.441], [-1.053, -0.675, 2.393], [-2.105, -2.934, 2.691]],
  "lowdin_charge": [-0.0848, 0.0598, 0.1284, 0.0425, -0.4184, -0.0565, 0.1024, -0.0436, 0.1463, -0.2077, 0.0520, 0.1951, -0.1456, 0.0714, -0.6116, 0.2251, 0.0411, 0.0881, -0.4089, -0.0697, -0.0183, -0.0127, -0.0541, -0.3316, 0.0882, 0.1506, 0.1435, 0.0883, 0.1502, 0.0236, 0.1777, -0.1789, -0.2977, -0.0054, -0.0963, -0.3280, 0.1599, -0.0172, 0.1753, 0.1183, 0.1783, 0.1900, -0.3586, 0.0838, 0.1751, 0.0765, -0.2106, -0.2301, -0.2254, -0.3758, -0.1674, -0.1948, 0.1016, 0.0559, 0.1450, 0.1911, 0.1365, 0.1254, 0.1105, 0.2167, 0.1446, 0.1202, 0.0901, 0.1148, 0.0878, 0.1835, 0.1943],
  "orbital_gap_ha": 0.3265,
  "e_tot_ev": -40606.6986,
  "homo_energy_ev": -8.6
}

=====

no.,largest force on an atom (eV/Å)
1,2.80
2,3.24
3,19.47